Entry 1:
{"formula": "C2H5N5O", "method": "ωB97M-V/def2-TZVPD", "species": ["N", "N", "C", "N", "N", "C", "N", "O", "H", "H", "H", "H", "H"], "positions_angstrom": [[-2.0950, -0.0858, -0.0795], [-1.0776, -1.0785, -0.0307], [0.0679, -0.5927, 0.0741], [1.2622, -1.3211, 0.0259], [2.3342, -0.3786, -0.0353], [2.0339, 0.8124, -0.0587], [0.5493, 0.7687, 0.4580], [-0.3679, 1.7209, -0.1226], [-2.3057, 0.0872, 1.0689], [-2.9176, -0.4686, -0.5900], [1.1595, -2.2960, -0.0966], [2.6648, 1.5692, -0.5405], [-1.3080, 1.2629, -0.0730]], "forces_ev_per_a": [[-1.683, 0.357, 4.314], [-0.849, -0.612, -1.025], [4.108, 1.748, 1.355], [-1.401, 4.659, 1.029], [2.662, -5.703, -1.636], [-5.173, -0.071, 1.030], [-0.823, 0.126, -2.847], [-0.005, 0.328, 0.413], [-0.319, -0.714, -4.099], [0.808, 0.266, 1.100], [1.469, -0.940, -0.288], [-0.590, 0.182, 1.113], [1.794, 0.373, -0.457]], "nbo_charge": [-0.697, -0.405, 0.517, -0.453, -0.240, 0.177, -0.187, -0.623, 0.365, 0.394, 0.425, 0.244, 0.483], "gap_ev": 9.322, "de_lowest_kcal_mol": 124.5}

---

Entry 2:
{"formula": "C4H5NO", "method": "ωB97M-V/def2-TZVPD", "species": ["C", "C", "C", "C", "N", "O", "H", "H", "H", "H", "H"], "positions_angstrom": [[0.7394, -1.7803, 1.1862], [-0.8167, 0.9720, -0.9468], [0.3218, 0.5559, -0.5767], [0.4297, -3.0879, 1.0091], [0.2486, -4.1643, 0.6663], [0.1975, -5.3317, 0.3969], [1.4685, -1.2242, 0.6221], [0.1185, -1.1094, 1.7452], [-0.9486, 1.9386, -1.3480], [-1.7857, 0.6390, -0.8580], [1.3561, 1.0284, -0.6664]], "forces_ev_per_a": [[-0.316, 0.978, -0.042], [-0.675, 1.344, -0.381], [3.366, -0.080, 0.316], [0.515, 3.101, 0.445], [0.073, -2.660, -0.619], [-0.372, -0.633, -0.147], [0.517, -0.628, -0.136], [-0.340, -0.162, 0.548], [0.578, 1.566, -0.777], [-1.823, -1.944, 0.571], [-1.523, -0.881, 0.222]], "nbo_charge": [-0.432, -0.535, -0.081, 0.162, 0.193, -0.362, 0.225, 0.217, 0.210, 0.217, 0.186], "gap_ev": [8.193, 8.192], "de_lowest_kcal_mol": 179.4}

---

Entry 3:
{"formula": "C20H26N2O2SiSn", "method": "ωB97M-V/def2-TZVPD", "species": ["C", "C", "C", "H", "C", "C", "H", "H", "H", "H", "Sn", "C", "H", "H", "H", "Si", "C", "C", "H", "C", "H", "C", "H", "C", "H", "C", "H", "C", "C", "H", "C", "H", "C", "H", "C", "H", "C", "H", "H", "H", "C", "O", "C", "O", "N", "N", "H", "H", "H", "H", "H", "H"], "positions_angstrom": [[0.0174, 0.1114, -1.2270], [1.2335, -0.6245, -1.1746], [1.0644, -1.7106, -0.3080], [2.1230, -0.3903, -1.7396], [-0.2929, -1.6571, 0.2124], [-0.9331, -0.5246, -0.4387], [-1.9871, -0.3026, -0.3798], [-0.1694, 1.0085, -1.8076], [1.7690, -2.5053, -0.0927], [-0.8415, -2.5303, 0.5385], [0.3564, -0.4464, 2.1487], [1.9623, 0.8116, 1.9953], [2.2100, 0.4856, 0.9512], [1.5786, 1.8419, 1.9988], [2.9623, 0.9049, 2.4331], [3.5239, 2.3283, -0.5620], [3.4718, 4.0814, -1.1154], [2.9499, 4.2226, -2.4130], [2.9587, 3.3688, -3.0997], [2.3607, 5.4327, -2.7787], [1.9418, 5.5270, -3.7866], [2.2987, 6.5051, -1.8716], [1.7954, 7.4358, -2.1549], [2.8697, 6.3685, -0.5909], [2.8420, 7.2063, 0.1103], [3.4711, 5.1619, -0.2108], [3.8752, 5.0323, 0.7998], [4.8776, 1.0990, -0.8695], [5.7250, 1.3095, -1.9704], [5.8441, 2.3015, -2.4185], [6.3361, 0.1985, -2.5488], [6.9069, 0.3489, -3.4701], [6.1775, -1.0911, -2.0211], [6.5887, -1.9597, -2.5259], [5.4637, -1.2562, -0.8248], [5.3217, -2.2431, -0.3689], [4.8788, -0.1484, -0.2096], [4.4060, -0.2776, 0.7631], [2.2562, 1.7818, -1.1685], [3.5087, 2.7396, 0.7801], [-4.4758, 0.9665, 1.7506], [-4.1090, -0.2257, 2.5230], [-2.8144, -0.5345, 2.5847], [-1.9027, 0.2043, 2.1167], [-2.5714, -1.6918, 3.2141], [-1.2321, -2.1863, 3.2237], [-5.5547, 1.0358, 1.8776], [-4.2248, 0.8144, 0.6967], [-3.9965, 1.8706, 2.1426], [-3.3431, -2.2920, 3.5605], [-0.9086, -2.3059, 4.1845], [-1.1650, -3.0727, 2.7192]], "forces_ev_per_a": [[-0.047, -0.205, -0.077], [-0.292, -0.495, 0.316], [-0.580, 0.328, -0.493], [0.086, -0.002, 0.170], [0.401, 0.542, -1.082], [0.671, -0.509, 0.092], [0.092, 0.202, 0.115], [0.139, -0.105, 0.069], [0.025, 0.168, -0.015], [0.062, 0.069, 0.271], [0.145, -1.943, 1.886], [1.925, 1.985, -2.231], [-0.091, 0.933, 0.160], [0.113, 0.009, -0.467], [-0.381, -0.609, 0.688], [-0.222, -0.004, -0.005], [0.149, 0.267, -1.153], [-0.077, 1.068, 0.475], [-0.094, 0.371, 0.200], [0.004, 0.235, -0.263], [0.063, 0.120, 0.415], [0.259, -0.483, 0.204], [0.250, -0.373, 0.111], [0.090, -0.032, -0.379], [-0.032, -0.250, -0.232], [-0.399, -0.051, -0.668], [-0.201, 0.044, -0.409], [0.552, 0.318, -0.007], [-0.479, -0.942, 0.040], [-0.206, -0.376, 0.099], [0.436, -0.202, -0.334], [-0.042, -0.182, 0.348], [-0.405, 0.455, 0.304], [0.023, 0.180, 0.010], [0.232, 0.169, 0.043], [0.290, 0.368, -0.218], [0.033, -0.048, -0.698], [-0.267, 0.081, -0.376], [0.591, 0.152, 0.431], [-0.224, -0.351, 1.851], [0.133, -0.352, 0.279], [0.136, 0.291, -0.194], [1.614, 1.900, -0.996], [-2.689, -0.819, 0.838], [-0.175, -1.782, 0.655], [-2.183, -1.027, 0.745], [0.125, -0.033, -0.039], [0.040, 0.057, 0.264], [0.036, -0.398, -0.070], [0.672, 0.925, -0.525], [-0.104, 0.159, -0.340], [-0.198, 0.175, 0.191]], "nbo_charge": [-0.308, -0.298, -0.319, 0.221, -0.525, -0.279, 0.208, 0.215, 0.218, 0.219, 1.196, -1.346, 0.226, 0.232, 0.257, 1.195, -0.487, -0.200, 0.211, -0.216, 0.210, -0.212, 0.214, -0.237, 0.211, -0.132, 0.209, -0.478, -0.195, 0.218, -0.214, 0.211, -0.215, 0.215, -0.212, 0.214, -0.185, 0.220, -0.155, -0.203, -0.251, -0.502, 0.903, -0.700, -0.473, -0.645, 0.202, 0.201, 0.207, 0.401, 0.382, 0.371], "gap_ev": 5.617}

---

Entry 4:
{"formula": "C33H72ClFN7O14P4S", "method": "ωB97M-V/def2-TZVPD", "species": ["C", "C", "C", "Cl", "C", "C", "C", "C", "C", "N", "C", "N", "P", "O", "O", "S", "C", "N", "N", "C", "C", "C", "F", "C", "C", "N", "N", "N", "H", "H", "H", "H", "H", "H", "H", "H", "H", "H", "H", "H", "H", "H", "H", "H", "H", "H", "H", "H", "H", "H", "H", "H", "H", "H", "H", "O", "P", "O", "C", "C", "O", "C", "C", "O", "C", "C", "H", "H", "H", "H", "H", "H", "H", "H", "H", "H", "H", "H", "H", "H", "H", "O", "P", "O", "C", "C", "O", "C", "C", "O", "C", "C", "H", "H", "H", "H", "H", "H", "H", "H", "H", "H", "H", "H", "H", "H", "H", "O", "P", "O", "C", "C", "O", "C", "C", "O", "C", "C", "H", "H", "H", "H", "H", "H", "H", "H", "H", "H", "H", "H", "H", "H", "H"], "positions_angstrom": [[6.4525, -4.4105, 0.2478], [6.1909, -4.2827, -1.2703], [6.0866, -2.8471, -1.8028], [7.4423, -1.9145, -0.9574], [4.7830, -2.0910, -1.4438], [3.6880, -2.9196, -0.7728], [2.8120, -3.6712, -1.5540], [1.8452, -4.3817, -0.8512], [1.8522, -4.2741, 0.5361], [2.6616, -3.5349, 1.2792], [3.5887, -2.8508, 0.6081], [4.2329, -1.3011, -2.6242], [2.9873, -0.2098, -2.1265], [2.6853, 0.6398, -3.4394], [1.6373, -0.9641, -1.7874], [3.4145, 0.9937, -0.6772], [5.3222, -0.6471, -3.2016], [5.4730, 0.7125, -3.2164], [6.3079, -1.3538, -3.7270], [6.4398, -2.7704, -3.3346], [5.4709, -3.7388, -4.0741], [4.6211, -3.1212, -5.2033], [4.0728, -4.1938, -5.8889], [7.9427, -3.1202, -3.5516], [8.3266, -3.6031, -4.9535], [8.2405, -5.0660, -5.0824], [9.7834, -3.2342, -5.0863], [7.6519, -2.9339, -6.0472], [6.1792, -3.5361, 0.8309], [7.5287, -4.5317, 0.3847], [5.9963, -5.3018, 0.6758], [5.3042, -4.8669, -1.5200], [7.0055, -4.8211, -1.7539], [5.0516, -1.3346, -0.7018], [2.8629, -3.6940, -2.6345], [1.1163, -4.9962, -1.3604], [1.1095, -4.8571, 1.0754], [4.2872, -2.2422, 1.1736], [2.1828, 1.4229, -3.1688], [1.5506, -0.9470, -0.8191], [5.0241, 1.3212, -3.8765], [6.0968, 1.0710, -2.5090], [6.4325, -1.1830, -4.7214], [5.9798, -4.5811, -4.5405], [4.7328, -4.1816, -3.4080], [3.7607, -2.5981, -4.7785], [5.1932, -2.4825, -5.8711], [8.3153, -3.8165, -2.8068], [8.5029, -2.1952, -3.4053], [8.0219, -5.3331, -6.0343], [9.1231, -5.4709, -4.8104], [10.2607, -3.5067, -4.2320], [10.1484, -3.7727, -5.8637], [7.9098, -1.9532, -6.0137], [8.0206, -3.2851, -6.9242], [-2.4833, 0.4570, 1.0616], [-2.8159, 1.4154, -0.0499], [-3.2307, 2.6843, 0.9338], [-2.2481, 3.3131, 1.7341], [-1.2714, 4.1337, 0.9091], [-4.3220, 0.8877, -0.3796], [-4.7672, -0.4228, -0.0248], [-5.4224, -0.4289, 1.3417], [-2.9941, 2.4595, -1.3480], [-1.9136, 2.5761, -2.2793], [-1.3375, 1.2243, -2.6471], [-1.7166, 2.5661, 2.3314], [-2.7814, 3.9724, 2.4205], [-0.6160, 3.4794, 0.3217], [-0.6376, 4.7453, 1.5525], [-1.8037, 4.7839, 0.2146], [-3.9464, -1.1381, -0.0768], [-5.4963, -0.7225, -0.7789], [-4.8077, 0.0768, 2.0862], [-5.6070, -1.4508, 1.6759], [-6.3757, 0.1007, 1.3048], [-1.1345, 3.2242, -1.8652], [-2.3040, 3.0758, -3.1661], [-0.8723, 0.7481, -1.7730], [-0.5694, 1.3343, -3.4149], [-2.1139, 0.5528, -3.0146], [0.5319, -0.6313, 6.9843], [1.0627, 0.5237, 6.2230], [2.0023, -0.1092, 5.0487], [1.4462, -1.0076, 4.0960], [0.4536, -0.3290, 3.1624], [2.1967, 1.1199, 7.2216], [2.3089, 0.6720, 8.5731], [3.2747, -0.4900, 8.6918], [0.9671, 1.9966, 5.4942], [-0.2786, 2.6275, 5.1785], [-1.2891, 2.5950, 6.3060], [0.9635, -1.8494, 4.6001], [2.2915, -1.4008, 3.5298], [-0.4651, -0.0704, 3.6974], [0.1776, -0.9794, 2.3312], [0.8777, 0.5952, 2.7643], [1.3304, 0.4172, 8.9782], [2.6814, 1.5170, 9.1544], [3.0629, -1.2650, 7.9556], [3.2265, -0.9310, 9.6883], [4.2971, -0.1532, 8.5121], [-0.6867, 2.1673, 4.2742], [-0.0443, 3.6636, 4.9308], [-1.6004, 1.5682, 6.5281], [-2.1808, 3.1602, 6.0358], [-0.8637, 3.0149, 7.2182], [-8.8019, 2.3069, -0.6667], [-9.5114, 3.5390, -0.2439], [-9.4981, 4.5246, -1.5416], [-10.1132, 4.0918, -2.7502], [-11.6266, 4.0444, -2.6366], [-8.4099, 4.2874, 0.6870], [-7.2073, 3.6310, 1.0905], [-6.0764, 3.8853, 0.1163], [-10.7061, 4.3295, 0.5608], [-11.8688, 3.6179, 1.0193], [-11.5312, 2.3066, 1.6997], [-9.7169, 3.1164, -3.0455], [-9.8267, 4.8121, -3.5164], [-11.9402, 3.2218, -1.9858], [-12.0834, 3.8856, -3.6139], [-12.0118, 4.9715, -2.2117], [-7.3792, 2.5632, 1.2262], [-6.9416, 4.0345, 2.0697], [-6.3759, 3.7107, -0.9175], [-5.2243, 3.2477, 0.3438], [-5.7549, 4.9284, 0.1732], [-12.5523, 3.4527, 0.1820], [-12.3780, 4.2767, 1.7221], [-11.0850, 1.5977, 0.9935], [-12.4307, 1.8458, 2.1073], [-10.8144, 2.4635, 2.5067]], "forces_ev_per_a": [[0.579, -0.057, -0.137], [-0.296, -0.521, 0.565], [1.205, 0.091, -0.348], [-0.269, 0.249, -0.025], [-0.525, -0.685, 1.092], [0.767, 0.571, -1.374], [-0.408, -0.352, 1.163], [0.638, 0.384, -0.413], [-0.963, -0.720, 0.303], [0.375, 0.179, -0.311], [-0.360, -0.313, -0.204], [0.858, 0.769, 0.035], [-0.505, 2.565, 1.829], [0.041, -1.239, -0.666], [0.455, -0.595, -0.731], [0.286, -0.480, 0.229], [-0.419, 0.264, -0.706], [-0.111, -0.188, -0.806], [-1.330, -1.252, 0.686], [0.112, -1.348, 0.504], [-0.696, 0.399, -0.893], [-0.318, -0.395, 0.918], [0.192, 0.117, -0.341], [-0.571, 0.800, -0.707], [2.670, -0.504, -0.434], [-1.192, 0.465, -0.036], [-0.776, 0.335, 0.556], [-0.843, -0.067, 0.462], [-0.213, -0.077, -0.016], [-0.052, 0.089, 0.150], [-0.218, 0.088, -0.127], [-0.140, 0.330, -0.085], [-0.048, 0.260, -0.269], [0.049, -0.003, -0.115], [0.005, 0.067, -0.001], [-0.021, -0.025, 0.103], [0.057, 0.139, 0.109], [-0.136, 0.063, 0.071], [0.036, 0.067, -0.041], [-0.175, -0.121, 0.002], [-0.405, 0.149, 0.413], [0.305, 0.143, -0.339], [0.963, 0.693, 0.235], [0.381, 0.151, 0.234], [0.235, 0.054, 0.241], [0.137, 0.293, -0.142], [-0.064, -0.220, -0.257], [-0.134, -0.165, -0.130], [-0.056, -0.040, 0.118], [0.027, -0.154, 0.027], [-0.027, -0.150, -0.041], [0.318, -0.041, -0.187], [0.280, 0.017, 0.093], [0.328, -0.063, -0.121], [-0.089, 0.024, -0.063], [3.661, -0.724, -2.121], [-7.951, 2.198, 3.943], [0.816, 0.098, -0.135], [0.034, 0.165, 0.136], [0.072, -0.131, -0.091], [0.668, -0.382, -1.078], [-0.201, -0.198, 0.300], [-0.131, 0.185, 0.103], [3.238, -1.527, -0.685], [0.053, 0.188, -0.311], [0.025, -0.032, 0.034], [-0.011, -0.013, -0.003], [-0.097, -0.066, -0.017], [0.039, 0.020, 0.036], [0.018, -0.023, -0.002], [-0.039, 0.032, 0.059], [0.090, 0.091, 0.112], [0.027, 0.174, -0.083], [0.153, -0.110, -0.054], [-0.015, -0.001, -0.025], [-0.016, -0.043, -0.047], [-0.026, 0.013, 0.009], [-0.166, -0.019, 0.084], [0.039, 0.027, -0.022], [-0.010, -0.073, -0.024], [0.006, 0.043, -0.078], [-2.726, 1.028, -0.998], [6.269, -0.119, 0.675], [-0.602, 0.111, 0.122], [-0.125, -0.217, -0.243], [0.093, 0.168, 0.189], [-0.463, 0.263, -0.152], [0.157, -0.268, 0.219], [0.194, -0.020, -0.107], [-2.536, -1.014, 0.535], [-0.329, 0.303, -0.287], [0.103, -0.292, 0.147], [0.068, 0.021, 0.088], [0.017, 0.022, 0.047], [-0.039, -0.043, -0.081], [-0.034, -0.047, 0.053], [0.028, -0.025, -0.048], [-0.030, -0.103, -0.132], [0.001, 0.096, -0.159], [-0.199, -0.007, 0.058], [0.004, 0.020, 0.004], [-0.005, 0.019, 0.038], [-0.049, -0.003, 0.040], [0.199, -0.061, 0.014], [-0.006, 0.049, -0.035], [0.018, 0.018, -0.016], [-0.014, 0.079, -0.034], [-2.713, -1.346, 0.568], [4.374, 4.663, -0.315], [-0.435, -0.492, 0.391], [-0.152, -0.016, -0.299], [-0.005, -0.106, 0.153], [-0.511, -0.213, 0.197], [0.341, -0.034, -0.186], [0.062, 0.201, -0.123], [-0.697, -2.732, -0.537], [-0.418, -0.061, 0.192], [0.213, -0.085, -0.126], [0.032, 0.008, 0.057], [0.094, 0.051, 0.102], [-0.017, -0.005, -0.054], [0.020, -0.019, 0.001], [0.031, 0.035, -0.052], [-0.058, -0.013, -0.149], [-0.156, 0.103, -0.011], [-0.138, -0.197, 0.066], [-0.118, 0.097, -0.003], [-0.002, -0.005, 0.056], [0.031, 0.023, -0.009], [0.143, 0.145, -0.066], [-0.054, 0.029, 0.034], [-0.010, 0.030, 0.012], [-0.063, 0.031, 0.047]], "mulliken_charge": [-1.635, -0.467, 0.701, -0.147, -1.036, -0.472, 0.327, -0.992, -0.611, -0.551, -0.275, 1.202, 0.553, -0.575, -0.359, -0.340, -0.922, -0.294, 0.051, 1.188, -1.527, -0.480, -0.396, -2.786, 0.963, -0.599, -0.795, -0.413, 0.326, 0.421, 0.374, 0.379, 0.796, 1.190, 0.363, 0.489, 0.455, 0.533, 0.387, 0.235, 0.196, 0.233, 0.610, 0.864, 0.523, 0.163, 0.280, 0.820, 0.418, 0.223, 0.292, 0.263, 0.275, 0.221, 0.340, -0.711, 1.220, -0.546, -0.125, -1.005, -0.366, -0.400, -0.900, -0.231, -0.348, -0.987, 0.049, 0.410, 0.046, 0.495, 0.284, 0.352, 0.383, 0.239, 0.383, 0.143, 0.231, 0.315, 0.286, 0.375, 0.315, -0.792, 1.201, -0.398, -0.378, -0.786, -0.348, -0.308, -1.033, -0.390, 0.211, -1.263, 0.268, 0.106, 0.205, 0.478, 0.352, 0.318, 0.349, 0.278, 0.353, 0.279, -0.122, 0.331, 0.343, 0.417, 0.320, -0.772, 1.200, -0.370, -0.312, -0.947, -0.414, -0.296, -0.252, -0.352, -0.189, -1.119, 0.247, 0.334, 0.182, 0.429, 0.269, 0.096, 0.391, 0.262, -0.143, 0.312, 0.219, 0.310, 0.355, 0.398, 0.283], "gap_ev": 6.278, "charge": 1, "de_lowest_kcal_mol": 0.0}

---

Copy entry 2 word for word.
{"formula": "C4H5NO", "method": "ωB97M-V/def2-TZVPD", "species": ["C", "C", "C", "C", "N", "O", "H", "H", "H", "H", "H"], "positions_angstrom": [[0.7394, -1.7803, 1.1862], [-0.8167, 0.9720, -0.9468], [0.3218, 0.5559, -0.5767], [0.4297, -3.0879, 1.0091], [0.2486, -4.1643, 0.6663], [0.1975, -5.3317, 0.3969], [1.4685, -1.2242, 0.6221], [0.1185, -1.1094, 1.7452], [-0.9486, 1.9386, -1.3480], [-1.7857, 0.6390, -0.8580], [1.3561, 1.0284, -0.6664]], "forces_ev_per_a": [[-0.316, 0.978, -0.042], [-0.675, 1.344, -0.381], [3.366, -0.080, 0.316], [0.515, 3.101, 0.445], [0.073, -2.660, -0.619], [-0.372, -0.633, -0.147], [0.517, -0.628, -0.136], [-0.340, -0.162, 0.548], [0.578, 1.566, -0.777], [-1.823, -1.944, 0.571], [-1.523, -0.881, 0.222]], "nbo_charge": [-0.432, -0.535, -0.081, 0.162, 0.193, -0.362, 0.225, 0.217, 0.210, 0.217, 0.186], "gap_ev": [8.193, 8.192], "de_lowest_kcal_mol": 179.4}